1.
{"formula": "HNP2", "method": "ωB97M-V/def2-TZVPD", "multiplicity": 1, "homo_lumo_gap_ev": 8.091, "relative_energy_kcal_mol": 28.3, "e_lumo_ev": -1.1, "elements": ["N", "P", "P", "H"], "coordinates": [[-0.9501, 0.6874, 0.4946], [0.3166, 0.3978, 1.3467], [0.2164, 0.4278, -0.7724], [0.4170, -1.5130, -1.0689]]}

***

2.
{"formula": "C45H51N4O11P2Tl", "method": "ωB97M-V/def2-TZVPD", "multiplicity": 1, "homo_lumo_gap_ev": 7.187, "charge": -2, "e_lumo_ev": 3.6, "elements": ["Tl", "O", "C", "C", "C", "N", "C", "C", "C", "O", "O", "C", "O", "O", "H", "H", "H", "C", "C", "C", "C", "C", "C", "C", "C", "C", "C", "C", "C", "N", "C", "C", "N", "C", "C", "C", "C", "C", "C", "C", "C", "C", "C", "C", "C", "C", "C", "C", "C", "C", "C", "C", "C", "C", "C", "H", "H", "H", "H", "H", "H", "H", "H", "H", "H", "H", "H", "H", "H", "H", "H", "H", "H", "H", "H", "H", "H", "H", "H", "H", "H", "H", "H", "H", "H", "H", "H", "H", "H", "H", "H", "H", "H", "H", "H", "N", "C", "C", "P", "O", "O", "O", "P", "O", "O", "O", "H", "H", "H", "H", "H", "H", "H", "H"], "coordinates": [[12.5398, 10.4838, 13.7415], [8.0763, 5.2918, 17.4939], [8.9390, 6.1127, 16.8133], [9.7139, 5.6066, 15.7689], [10.6088, 6.4233, 15.0542], [10.6406, 7.7296, 15.3361], [9.8893, 8.2012, 16.3271], [8.9838, 7.4387, 17.1206], [9.9788, 9.6713, 16.6577], [9.3679, 10.1113, 17.6037], [10.6977, 10.3692, 15.7937], [11.3923, 5.7299, 13.8855], [10.9398, 4.6629, 13.5042], [12.4895, 6.2538, 13.5415], [8.3165, 4.3542, 17.3776], [9.6500, 4.5898, 15.4744], [8.4727, 7.9134, 17.9458], [18.8053, 12.1422, 12.3732], [18.1200, 10.8452, 12.0479], [19.0497, 10.0293, 11.0654], [17.7518, 9.9849, 13.2891], [18.7638, 9.8094, 14.2546], [18.5537, 9.2022, 15.4638], [17.3235, 8.5705, 15.6756], [16.3445, 8.5678, 14.7256], [15.0494, 7.7546, 14.9762], [15.3833, 6.2126, 14.9590], [14.4085, 8.2099, 16.2555], [16.5502, 9.3257, 13.5359], [15.4610, 9.4344, 12.5973], [15.3321, 8.7786, 11.5361], [14.2718, 8.9776, 10.4710], [13.1155, 9.4643, 10.7021], [12.1762, 9.6490, 9.6348], [12.2185, 10.8395, 8.8789], [11.4154, 10.9563, 7.7622], [10.5035, 9.9301, 7.4179], [10.4338, 8.8323, 8.2718], [11.2153, 8.6434, 9.3945], [10.8911, 7.5213, 10.3199], [10.4694, 7.9686, 11.7303], [12.0499, 6.4891, 10.3979], [13.1067, 12.0542, 9.2654], [14.1246, 12.3908, 8.2131], [12.1559, 13.3110, 9.5748], [14.7708, 8.4088, 9.2474], [14.3867, 8.4856, 7.9648], [15.1080, 7.7143, 7.0328], [16.1201, 6.8371, 7.4123], [16.4658, 6.6839, 8.7424], [17.3689, 5.7634, 9.3438], [17.6341, 5.8234, 10.6926], [17.0632, 6.8157, 11.5865], [16.1986, 7.6747, 10.9986], [15.7942, 7.5211, 9.6685], [19.0064, 12.7422, 11.4526], [19.8011, 12.0139, 12.8340], [18.1111, 12.7047, 13.0023], [17.2212, 11.0261, 11.4716], [19.9870, 9.9688, 11.5645], [19.1040, 10.6053, 10.1351], [18.6017, 9.0380, 10.8361], [19.7231, 10.2633, 13.9918], [19.3301, 9.1105, 16.2096], [17.1162, 8.0483, 16.6140], [14.4142, 8.0341, 14.1072], [16.2040, 6.0116, 15.6237], [15.6875, 5.8875, 13.9494], [14.5709, 5.5878, 15.2393], [14.9346, 7.7631, 17.0879], [13.3756, 7.8645, 16.2112], [14.4674, 9.3099, 16.3322], [11.6836, 11.8299, 7.1751], [9.8877, 9.9000, 6.5207], [9.7042, 8.0463, 8.0227], [10.0499, 6.9964, 9.8409], [11.3001, 8.2851, 12.3544], [10.0041, 7.0186, 12.0968], [9.7056, 8.7670, 11.5779], [12.7627, 6.7626, 11.2113], [12.5117, 6.3155, 9.4383], [11.7424, 5.4776, 10.7825], [13.5921, 11.8669, 10.2153], [13.6695, 12.6352, 7.2180], [14.7836, 11.5615, 8.0504], [14.7320, 13.2174, 8.5229], [11.6677, 13.6779, 8.6239], [12.8187, 14.0929, 9.8950], [11.4404, 13.0730, 10.3569], [13.5275, 9.1187, 7.6213], [14.8220, 7.7199, 5.9706], [16.5723, 6.1754, 6.6716], [17.9175, 5.0562, 8.7343], [18.4288, 5.1803, 11.0610], [17.3147, 6.8435, 12.6424], [14.8883, 15.2235, 15.0702], [13.7200, 14.4096, 14.6115], [12.5072, 15.3173, 14.7523], [13.9415, 13.8280, 12.8937], [15.3408, 12.9851, 12.9926], [14.1092, 15.0321, 12.0119], [12.8193, 12.8497, 12.6503], [13.4978, 12.9795, 15.7519], [12.0976, 12.5766, 16.0261], [14.0161, 13.5859, 17.1952], [14.4009, 11.8489, 15.2592], [14.7663, 16.1747, 14.8695], [15.7737, 14.9452, 14.5697], [14.5462, 14.3425, 16.9998], [12.5632, 16.1787, 14.0708], [12.3922, 15.7279, 15.7416], [11.5452, 14.8230, 14.5453], [15.1944, 12.4148, 13.7396], [10.9180, 11.2772, 16.0924]]}

***

3.
{"formula": "C4H8N3", "method": "ωB97M-V/def2-TZVPD", "multiplicity": 1, "homo_lumo_gap_ev": 10.699, "charge": 1, "relative_energy_kcal_mol": 68.1, "smiles": "CC=[N+]=C/N=C\\N", "e_lumo_ev": -3.5, "elements": ["C", "C", "N", "C", "N", "C", "N", "H", "H", "H", "H", "H", "H", "H", "H"], "coordinates": [[-2.5616, 0.5412, -0.0028], [-1.6973, -0.5687, 0.3346], [-0.7060, -0.8966, -0.3391], [0.4910, -1.4046, -0.4433], [1.5240, -0.9458, 0.1315], [2.2907, -0.0021, 0.4413], [2.4856, 1.0494, -0.2671], [-3.5027, 0.4905, 0.4440], [-2.2265, 1.4502, 0.3465], [-2.5587, 0.7930, -1.0781], [-1.9872, -1.1655, 1.1606], [0.5157, -2.2679, -1.0506], [2.8697, -0.0500, 1.4185], [2.1328, 1.1467, -1.1515], [2.9304, 1.8301, 0.0553]]}

***

4.
{"formula": "C17H26N7O4", "method": "ωB97M-V/def2-TZVPD", "multiplicity": 1, "homo_lumo_gap_ev": 5.146, "charge": -1, "e_lumo_ev": 1.3, "elements": ["C", "C", "O", "O", "C", "C", "N", "C", "O", "O", "H", "H", "H", "H", "H", "H", "H", "H", "C", "C", "N", "H", "H", "H", "C", "C", "N", "H", "H", "H", "C", "C", "N", "H", "H", "H", "C", "C", "N", "H", "H", "H", "C", "C", "N", "H", "H", "H", "C", "C", "N", "H", "H", "H"], "coordinates": [[0.1060, -3.7651, -0.6672], [-0.7881, -5.0214, -0.7249], [-0.3271, -6.0621, -1.0836], [-2.0836, -4.8379, -0.3354], [-3.0444, -5.3696, -1.2687], [-4.0324, -4.1847, -1.5185], [-4.6813, -3.7383, -0.2796], [-3.1072, -2.9959, -2.0350], [-2.9961, -1.9659, -1.3538], [-2.5026, -3.1613, -3.1237], [1.1699, -4.0475, -0.7478], [-0.2063, -3.0865, -1.4869], [-0.1269, -3.2971, 0.3089], [-2.5626, -5.7156, -2.2003], [-3.5824, -6.2279, -0.8010], [-4.7679, -4.4646, -2.2953], [-4.3052, -4.1848, 0.5482], [-5.6902, -3.7916, -0.3299], [-8.9583, -2.6022, 0.4884], [-8.5162, -3.7500, -0.2937], [-8.1681, -4.6520, -0.9117], [-9.9889, -2.3350, 0.2535], [-8.9071, -2.8073, 1.5577], [-8.3382, -1.7272, 0.2916], [2.2258, -0.3098, 1.3194], [2.8806, -1.4213, 0.6396], [3.3965, -2.2951, 0.1024], [1.2116, -0.1598, 0.9570], [2.1639, -0.4796, 2.3936], [2.7654, 0.6203, 1.1671], [4.4859, 2.9807, 2.7828], [3.1439, 2.8832, 2.2246], [2.0874, 2.8064, 1.7810], [5.1730, 2.2953, 2.2904], [4.8900, 3.9817, 2.6688], [4.4927, 2.7440, 3.8484], [4.8895, 6.1405, -0.4038], [5.5076, 4.9381, 0.1472], [5.9924, 3.9915, 0.5807], [5.1673, 6.2874, -1.4439], [3.8018, 6.0845, -0.3620], [5.1906, 7.0292, 0.1445], [6.7375, 9.0083, -2.7015], [5.4743, 8.8381, -1.9940], [4.4799, 8.7041, -1.4369], [7.5123, 9.3988, -2.0414], [7.0969, 8.0614, -3.1059], [6.6346, 9.7033, -3.5347], [-2.2700, -1.1445, 1.9959], [-0.9368, -1.7292, 2.0055], [0.1090, -2.2055, 2.0130], [-2.8001, -1.3892, 1.0677], [-2.8709, -1.5135, 2.8277], [-2.2273, -0.0577, 2.0754]]}

***

5.
{"formula": "C19H57O26S", "method": "ωB97M-V/def2-TZVPD", "multiplicity": 1, "homo_lumo_gap_ev": 6.433, "charge": -1, "e_lumo_ev": -0.3, "elements": ["O", "O", "O", "O", "O", "O", "C", "C", "C", "C", "C", "C", "C", "C", "C", "C", "C", "C", "C", "C", "C", "C", "C", "C", "C", "S", "H", "H", "H", "H", "H", "H", "H", "H", "H", "H", "H", "H", "H", "H", "H", "H", "H", "O", "H", "H", "O", "H", "H", "O", "H", "H", "O", "H", "H", "O", "H", "H", "O", "H", "H", "O", "H", "H", "O", "H", "H", "O", "H", "H", "O", "H", "H", "O", "H", "H", "O", "H", "H", "O", "H", "H", "O", "H", "H", "O", "H", "H", "O", "H", "H", "O", "H", "H", "O", "H", "H", "O", "H", "H", "O", "H", "H"], "coordinates": [[0.0167, -0.3482, -4.2894], [0.9218, -2.1485, -2.5306], [-0.3443, 6.0384, -3.6048], [-2.4709, 5.6086, -2.5203], [-0.5834, 5.9470, -1.2975], [-0.5256, 2.8921, -1.0755], [0.1372, -0.0483, -3.0777], [0.5190, -1.0627, -2.0950], [-0.2022, 1.3162, -2.5557], [-0.1754, 1.6029, -1.2405], [-0.5848, 2.5231, -3.2844], [-0.6059, 3.5337, -2.3601], [0.0459, 0.9405, 1.0925], [0.2012, -0.0354, 2.0706], [0.1079, 0.6352, -0.2425], [0.3274, -0.7087, -0.6410], [0.3295, -1.7414, 0.3848], [0.2813, -1.4196, 1.7577], [-0.8983, 2.5578, -4.7938], [-1.4416, -2.3919, 3.3754], [1.0713, -2.0615, 4.0717], [0.3489, -3.2569, 0.0036], [-0.2207, -4.1987, 1.1087], [0.4641, -3.8133, 2.4600], [0.0481, -2.3632, 2.9060], [-1.0537, 5.3250, -2.5251], [-0.0527, 1.9855, 1.3763], [0.0971, 0.3697, 3.1196], [-0.1150, 2.1982, -5.5023], [-1.7413, 1.9829, -4.9165], [-1.0532, 3.6095, -5.0598], [-1.6366, -1.4210, 3.8315], [-1.6122, -3.3054, 4.0322], [-2.1260, -2.5840, 2.5692], [2.0399, -1.8462, 3.6748], [1.0980, -2.9319, 4.7751], [0.7599, -1.1622, 4.5969], [-0.3718, -3.4906, -0.8138], [1.3682, -3.4686, -0.3027], [-0.0209, -5.2107, 0.7861], [-1.3074, -4.1059, 1.2062], [0.2360, -4.5797, 3.1769], [1.5431, -3.8911, 2.2094], [-0.1762, 4.1570, 2.8290], [-0.5752, 4.9211, 2.2991], [-0.9354, 3.6127, 3.2176], [2.1940, 6.1543, -1.6892], [2.6689, 5.2680, -1.5771], [1.3399, 6.1250, -1.1475], [-0.6920, -3.2955, -4.3489], [-0.9819, -4.1985, -3.9963], [-0.1409, -2.8397, -3.6332], [3.8851, -3.6794, 5.1181], [3.6517, -4.5188, 4.6036], [3.4007, -3.7091, 6.0059], [-3.0737, -2.4933, -0.7600], [-2.8679, -2.8986, 0.1440], [-3.0462, -3.2326, -1.4504], [-0.4121, -4.4083, 6.5324], [-1.0330, -5.0095, 7.0585], [-0.2202, -4.8533, 5.6441], [-2.8429, 6.9530, -5.0995], [-2.9347, 6.3682, -4.2789], [-2.1002, 7.6190, -4.9304], [1.9113, 3.7405, 1.2550], [1.1064, 3.8810, 1.8519], [2.6204, 3.2568, 1.7907], [4.1651, -4.8173, 1.4061], [3.4521, -5.0903, 2.0701], [4.7923, -5.6007, 1.2771], [2.2464, -4.4848, -3.0229], [1.7588, -3.6176, -2.8385], [1.6629, -5.0531, -3.6232], [3.9142, -2.1630, 1.5510], [3.5620, -1.7589, 0.6929], [3.9478, -3.1676, 1.4358], [-4.1836, 2.9928, -4.1568], [-4.3070, 2.9545, -3.1532], [-3.4921, 3.7023, -4.3624], [-0.9778, 6.2993, 1.4724], [-1.6667, 6.9794, 1.7668], [-0.9764, 6.2696, 0.4610], [-0.1111, -7.9392, 1.0137], [0.2358, -8.7486, 0.5153], [-0.2310, -8.1950, 1.9853], [1.8323, 0.5114, -6.1426], [1.1003, 0.1719, -5.5322], [2.4434, -0.2641, -6.3634], [2.4230, 1.0203, 5.5149], [2.9368, 0.1568, 5.6344], [3.0914, 1.7737, 5.4172], [1.0935, 8.2295, -4.5502], [0.5981, 7.3964, -4.2599], [2.0679, 8.1198, -4.3005], [-1.4214, -6.7508, -1.2622], [-0.8893, -6.8511, -0.4075], [-2.1486, -7.4544, -1.2650], [-3.9064, 0.2518, 3.6717], [-4.2232, -0.1044, 2.7792], [-3.2568, -0.4167, 4.0652], [-3.3160, 7.9846, -1.0780], [-2.8257, 8.1342, -0.2057], [-2.9560, 7.1387, -1.5008]]}

***

6.
{"formula": "C3H3FNO4", "method": "ωB97M-V/def2-TZVPD", "multiplicity": 1, "homo_lumo_gap_ev": 6.555, "charge": -1, "relative_energy_kcal_mol": 23.3, "e_lumo_ev": 3.5, "elements": ["C", "C", "C", "N", "O", "O", "O", "O", "F", "H", "H", "H"], "coordinates": [[-0.3440, -0.6714, -4.9043], [0.1265, 0.3486, 0.0804], [-1.0371, 1.1757, -0.2488], [-1.2745, 1.3421, -1.5444], [-1.3389, -1.2404, -4.8708], [0.7107, -0.1997, -5.1023], [-0.7777, 0.4356, -2.3810], [-2.0985, 2.2233, -2.0066], [-1.3198, 2.1858, 0.5870], [0.6533, 0.3304, -0.7845], [-0.0197, -0.6398, 0.3141], [0.8178, 0.8078, 0.9306]]}

***

Looking at total energy for the records above, in order, we have -737.947376; -3647.649165; -321.182762; -1347.619559; -3112.580648; -571.648204 hartree.